[1]
6 unconnected molecules or ions with the total composition C26H26N6O12 at a distorted geometry, computed with wB97M-V/def2-TZVPD.

The geometry in ORCA input format:
```
! RIJCOSX wB97M-V def2-TZVPD def2/J DEFGRID3
* xyz 0 1
O -2.64331 5.88152 6.59409
N -2.63631 5.68674 7.79183
O -3.06070 6.53513 8.58801
C -2.09497 4.32137 8.22349
C -2.04973 3.98869 9.54973
C -1.42377 2.84279 9.99215
C -0.66634 2.06244 9.13569
C -0.73446 2.30047 7.76050
C -1.43808 3.42347 7.30124
H -2.43897 4.71590 10.24691
H -1.49206 2.59601 11.04135
H -0.29562 1.12676 9.52745
H -0.14631 1.60139 7.18452
H -1.51563 3.63619 6.24523
O 1.33024 6.97755 -1.29966
N 1.35688 6.44836 -0.16882
O 0.82551 6.93811 0.81717
C 1.98212 5.06514 -0.07540
C 2.73817 4.56370 -1.10762
C 3.10244 3.17704 -1.10879
C 2.85918 2.35188 0.01683
C 2.24956 2.97347 1.13161
C 1.80281 4.30311 1.09135
H 3.03671 5.29842 -1.84075
H 3.65796 2.74107 -1.92593
H 3.16120 1.33849 0.23646
H 1.95460 2.40417 2.00070
H 1.38994 4.80874 1.95174
O 1.06967 -0.79247 -5.90434
N 0.63300 0.24420 -6.27906
O -0.56650 0.45926 -6.43294
C 1.66090 1.23931 -6.75478
C 1.25202 2.52806 -7.04087
C 2.19579 3.46539 -7.46829
C 3.48134 3.03627 -7.84163
C 3.82523 1.64459 -7.76434
C 2.88859 0.76232 -7.23351
H 0.25406 2.92833 -6.93960
H 1.90050 4.50424 -7.46987
H 4.14184 3.87076 -8.02537
H 4.84673 1.44212 -8.05064
H 3.13511 -0.28896 -7.25455
O 0.59303 -7.56529 -1.59949
N 0.64256 -7.64229 -2.82157
O -0.24064 -8.16325 -3.55670
C 1.89953 -7.06292 -3.38249
C 2.51390 -7.55003 -4.53207
C 3.82912 -7.17522 -4.86562
C 4.43938 -6.12524 -4.09698
C 3.89040 -5.62117 -2.96924
C 2.62490 -6.09940 -2.62284
H 1.91079 -8.29521 -5.02945
H 4.45646 -7.56493 -5.65364
H 5.46912 -5.88753 -4.31953
H 4.40072 -4.95513 -2.28926
H 2.20783 -5.93733 -1.63989
C -7.90755 -3.87544 4.29138
N -7.68496 -5.02761 3.48809
O -7.27947 -4.82431 2.38321
O -7.96824 -6.14412 3.96955
H -7.15811 -3.13776 4.00451
H -7.81765 -4.18985 5.33116
H -8.87257 -3.40634 4.09959
C -3.24077 -1.66186 0.03460
N -3.59992 -0.70115 1.08150
O -4.66392 -0.08190 0.95517
O -2.70278 -0.49300 1.96634
H -2.27303 -2.09379 0.28961
H -3.19235 -1.27513 -0.98334
H -3.80512 -2.59434 0.02613
*
```

HOMO energy: -10.03 eV
LUMO level: -0.7 eV
total energy: -2237.093186 a.u.



[2]
A molecular structure, C26H26N6S2Ti at a distorted geometry, computed with wB97M-V/def2-TZVPD.

The geometry in ORCA input format:
```
! RIJCOSX wB97M-V def2-TZVPD def2/J DEFGRID3
* xyz -1 2
Ti -0.60662 -0.20874 -0.97670
C -0.83227 1.05530 2.81181
C -1.96706 0.03337 2.89133
C -2.37367 -0.57987 1.54321
N -1.24775 -1.03861 0.74119
C -0.63879 -2.15429 1.07297
C -1.02593 -2.98509 2.16557
C -0.34602 -3.99787 2.79313
C 0.92260 -4.52427 2.52645
C 1.67394 -4.28870 1.39346
C 1.37119 -3.52547 0.27234
C 0.31811 -2.61593 0.04697
N 0.06623 -2.06392 -1.13216
C 0.65209 -2.61956 -2.33228
C 1.96573 -1.93332 -2.71449
C 1.72756 -0.43864 -2.91664
N 1.24110 0.20616 -1.71331
C 1.92966 1.15948 -1.11500
C 3.31024 1.37719 -1.35186
C 4.15179 2.40734 -0.98106
C 3.88222 3.57933 -0.29179
C 2.64961 3.94380 0.23581
C 1.45974 3.24649 0.27879
C 1.09119 1.97418 -0.21667
N -0.11620 1.46077 -0.05595
C -1.19054 2.24375 0.52941
C -1.16411 2.35117 2.06747
H 0.04115 0.59077 2.34854
H -0.55109 1.31597 3.83593
H -2.85272 0.50273 3.32944
H -1.64638 -0.76604 3.56423
H -2.93093 0.14550 0.95845
H -3.07709 -1.40033 1.71596
H -2.00027 -2.76408 2.58122
H -0.85502 -4.43995 3.64425
H 1.31694 -5.23086 3.24708
H 2.61632 -4.82507 1.33529
H 2.08512 -3.61547 -0.53511
H -0.06787 -2.45697 -3.14015
H 0.78911 -3.70119 -2.22221
H 2.35501 -2.37046 -3.63755
H 2.70902 -2.07038 -1.92416
H 0.94956 -0.31244 -3.67680
H 2.62971 0.03444 -3.30913
H 3.79513 0.59432 -1.91934
H 5.17975 2.28238 -1.30821
H 4.69987 4.27952 -0.17269
H 2.62052 4.92382 0.70117
H 0.65409 3.78906 0.75320
H -2.12569 1.77912 0.21954
H -1.20462 3.24953 0.09646
H -2.13916 2.72445 2.39484
H -0.41879 3.09571 2.35535
S -1.28155 1.27886 -2.87698
C -2.81326 0.80790 -2.24523
S -2.90352 -0.83492 -1.72573
C -3.87319 1.70630 -2.11675
C -3.74276 3.06298 -2.50937
N -3.65916 4.17625 -2.80456
C -5.10016 1.33181 -1.51569
N -6.10212 1.05270 -1.01328
*
```

expectation value of S²: 0.76
HOMO energy (alpha / beta): -3.72 / -4.54 eV
LUMO level (alpha / beta): 2.3 / 2.3 eV
total energy: -2980.857136 a.u.



[3]
A molecular structure, C26H26O3P2SbSe4Ta at a distorted geometry, computed with wB97M-V/def2-TZVPD.

The geometry in ORCA input format:
```
! RIJCOSX wB97M-V def2-TZVPD def2/J DEFGRID3
* xyz 2 1
Ta 0.10123 -0.24626 -0.00012
O 1.47280 -1.27028 -1.08534
P 2.51473 -0.31361 -0.38619
C 1.83112 -0.09525 1.34746
P 1.07825 -1.78533 1.79122
O -0.32133 -1.88492 0.96705
C 0.65861 -1.74845 3.51218
C -0.66309 -1.98155 3.89036
C -1.01022 -1.89312 5.23012
C -0.04916 -1.57556 6.17792
C 1.26906 -1.34409 5.79983
C 1.62761 -1.42508 4.46749
C 2.17743 -3.09582 1.32869
C 3.42781 -3.20455 1.94376
C 4.23936 -4.27939 1.63240
C 3.81370 -5.22643 0.70728
C 2.58730 -5.09629 0.07079
C 1.75652 -4.03174 0.38427
C 2.09942 1.31850 -1.11487
C 1.56514 1.39866 -2.41142
C 0.91984 2.55135 -2.82472
C 0.80699 3.63722 -1.96366
C 1.43501 3.61590 -0.72220
C 2.06972 2.46369 -0.29649
C 4.21856 -0.77080 -0.58991
C 5.21099 0.04858 -0.04680
C 6.53434 -0.20000 -0.36178
C 6.85690 -1.24136 -1.22655
C 5.86760 -2.04943 -1.76883
C 4.53621 -1.81148 -1.46163
H 0.86242 0.76309 1.41487
H 2.52838 0.23789 2.11451
H -1.41607 -2.23146 3.15545
H -2.03567 -2.06784 5.52462
H -0.32624 -1.50230 7.22099
H 2.01417 -1.09299 6.54191
H 2.65636 -1.23607 4.18434
H 3.76582 -2.46252 2.65634
H 5.20374 -4.37899 2.11118
H 4.44815 -6.07324 0.48128
H 2.27264 -5.81929 -0.66907
H 0.80809 -3.91108 -0.12413
H 1.64716 0.55311 -3.08384
H 0.45200 2.60016 -3.79876
H 0.17604 4.47063 -2.24448
H 1.40076 4.48392 -0.07768
H 2.53319 2.44417 0.68379
H 4.95915 0.87282 0.61243
H 7.31332 0.42871 0.04710
H 7.89191 -1.41320 -1.49035
H 6.12825 -2.85161 -2.44557
H 3.75296 -2.42634 -1.88827
Se -3.06563 4.50876 -2.74430
Sb -3.33862 2.96812 -1.00522
Se -1.54325 -0.78437 -1.60526
Se -1.56039 1.25978 -0.46419
Se -5.41642 2.70333 0.00129
C -1.76043 -3.91236 -2.34910
O -0.62571 -3.06355 -2.60180
H -1.56904 -4.93032 -2.68709
H -2.65958 -3.52389 -2.82920
H -1.91771 -3.92363 -1.27209
H -0.45367 -3.08754 -3.54952
*
```

HOMO energy: -12.50 eV
LUMO level: -7.3 eV
total energy: -11817.176356 a.u.
energy relative to the best compared isomer or geometry (same formula, charge and spin): 43.8 kcal/mol



[4]
A molecular structure, C26H27BCrFN8O2Si, computed with wB97M-V/def2-TZVPD.

The geometry in ORCA input format:
```
! RIJCOSX wB97M-V def2-TZVPD def2/J DEFGRID3
* xyz -1 1
Cr 0.41182 0.34267 -0.04280
C 0.94029 3.24006 3.05463
C 0.53664 1.94679 2.70992
N 1.18612 1.52589 1.63263
N 2.00600 2.53086 1.25323
C 1.87446 3.56682 2.09068
B 2.88539 2.40868 -0.02205
N 3.51832 1.02652 0.00051
C 4.80956 0.66092 0.02409
C 4.85758 -0.71624 0.04694
C 3.51031 -1.10579 0.03386
N 2.71341 -0.04699 0.00546
N 2.04874 2.51156 -1.32719
C 1.94041 3.53653 -2.18122
C 1.03511 3.19578 -3.16765
C 0.62396 1.90630 -2.81830
N 1.24199 1.50018 -1.71689
H 0.60881 3.84092 3.88134
H -0.18214 1.29691 3.18056
H 2.46758 4.45466 1.95427
H 3.72439 3.27410 -0.01459
H 5.58787 1.40401 0.02496
H 5.72767 -1.34718 0.07025
H 3.10800 -2.10440 0.04780
H 2.52743 4.42730 -2.03865
H 0.72667 3.78525 -4.01180
H -0.08017 1.25017 -3.30218
C -3.95549 -0.75413 -1.68746
Si -2.85799 -0.89929 -0.14923
C -3.88021 -1.03895 1.43756
C -2.25626 -2.66364 -0.34302
N -1.73273 0.43150 -0.06071
C -2.36963 1.66092 0.03439
C -3.75789 1.91082 0.15487
C -4.29772 3.18716 0.23645
C -3.49824 4.31759 0.20622
C -2.12552 4.13074 0.09760
C -1.63120 2.85451 0.02159
F -0.28062 2.71396 -0.07658
H -4.71069 -1.54358 -1.67957
H -3.31756 -0.92455 -2.55820
H -4.45750 0.19916 -1.83365
H -4.60490 -1.85120 1.34541
H -4.41068 -0.13969 1.74237
H -3.19352 -1.30274 2.24538
H -3.17975 -3.24200 -0.45446
H -1.73548 -3.05546 0.52557
H -1.66071 -2.83263 -1.23621
H -4.44701 1.08448 0.19289
H -5.37295 3.28807 0.32708
H -3.92079 5.31054 0.26889
H -1.42522 4.95515 0.07284
O 0.78470 -2.09744 -2.24656
C 0.80887 -2.44089 -1.07665
N 0.55833 -1.65366 0.01732
C 0.66273 -2.39135 1.16747
O 0.48995 -1.99639 2.30845
C 1.08800 -3.79185 0.79129
C 1.34314 -4.90612 1.56068
C 1.69669 -6.07548 0.88801
C 1.78386 -6.10743 -0.50295
C 1.52062 -4.97079 -1.26707
C 1.17461 -3.82336 -0.58733
H 1.26616 -4.86715 2.63905
H 1.90635 -6.97517 1.45326
H 2.05999 -7.03110 -0.99566
H 1.58006 -4.98082 -2.34721
*
```

HOMO energy (alpha / beta): -3.99 / -4.03 eV
LUMO level (alpha / beta): 2.8 / 2.8 eV
total energy: -3054.422497 a.u.
energy relative to the best compared isomer or geometry (same formula, charge and spin): 11.1 kcal/mol